{"formula": "C23H40ClPTc", "method": "wB97M-V/def2-TZVPD", "s_squared": 3.775, "charge": 2, "multiplicity": 4, "lumo_energy_ev": [-6.93, -9.25], "orbital_gap_ev": [6.833, 5.791], "fmax_ha_per_bohr": 0.060, "elements": ["C", "C", "C", "C", "Cl", "H", "H", "H", "H", "H", "H", "H", "H", "H", "C", "C", "C", "H", "C", "C", "H", "H", "H", "H", "C", "C", "C", "H", "C", "C", "H", "H", "H", "H", "Tc", "C", "C", "C", "P", "C", "C", "C", "C", "C", "C", "H", "H", "H", "H", "H", "H", "H", "H", "H", "H", "H", "H", "H", "H", "H", "H", "H", "H", "H", "H", "H"], "positions_angstrom": [[0.846117, -3.795221, -4.039389], [-0.068759, -5.006569, -3.958376], [0.540705, -3.018124, -5.305394], [2.300884, -4.241051, -4.090356], [0.607155, -2.749659, -2.672708], [0.695432, -3.668382, -6.184138], [1.228093, -2.172265, -5.375102], [-0.501724, -2.694602, -5.295004], [0.154513, -5.634965, -4.819600], [-1.114955, -4.682768, -4.014395], [0.105309, -5.580090, -3.044071], [2.410487, -4.916064, -4.939806], [2.584912, -4.765251, -3.176885], [2.931307, -3.360494, -4.242572], [-2.040774, 1.031614, 0.987336], [-1.635509, 1.709956, -0.214880], [-1.485391, 0.700489, -1.249552], [-1.577524, 2.793297, -0.332835], [-2.081246, -0.524903, -0.762538], [-2.306365, -0.369132, 0.627548], [-2.704336, -1.112298, 1.317714], [-2.165056, 1.487827, 1.948180], [-1.257163, 0.899578, -2.287017], [-2.344712, -1.387021, -1.384859], [2.023680, 0.987014, 1.038492], [1.259440, 2.187502, 0.765972], [0.935885, 2.182136, -0.631987], [1.008033, 2.963196, 1.466880], [1.465176, 0.993297, -1.226889], [2.204483, 0.282361, -0.214054], [2.798898, -0.627346, -0.374980], [2.456521, 0.688227, 1.988016], [0.470667, 3.002758, -1.171765], [1.437264, 0.725747, -2.280592], [-0.011645, 0.527741, 0.361193], [-0.874228, 1.345692, 5.534725], [-0.043981, 1.206167, 4.230264], [1.380624, 1.770000, 4.432194], [-0.010879, -0.473022, 3.408128], [1.539104, -1.296778, 3.954843], [1.734322, -1.516060, 5.466174], [1.756288, -2.596061, 3.154160], [-1.455544, -1.581157, 3.908497], [-1.248565, -2.477390, 5.146903], [-2.774151, -0.825779, 3.990688], [-0.733130, 0.515592, 6.244596], [-1.945434, 1.412773, 5.314375], [-0.562855, 2.269462, 6.051375], [-0.558170, 1.810082, 3.448108], [1.978022, 1.157485, 5.122610], [1.961426, 1.855148, 3.504129], [1.274716, 2.765062, 4.886083], [2.334918, -0.606926, 3.617229], [1.316336, -2.470755, 5.808833], [2.815317, -1.556711, 5.661226], [1.333583, -0.713893, 6.095632], [1.765525, -2.421027, 2.067903], [2.735303, -3.023866, 3.417250], [0.971939, -3.334246, 3.374109], [-1.478200, -2.248899, 3.017557], [-1.003618, -1.889160, 6.038943], [-2.192758, -2.980604, 5.356238], [-0.500087, -3.261387, 5.024026], [-2.935887, -0.096890, 3.198650], [-3.582718, -1.563661, 3.936213], [-2.891369, -0.290176, 4.938213]], "forces_ev_per_a": [[0.484, -1.531, -1.917], [-0.203, 0.219, 0.271], [-0.026, -0.044, -0.256], [-0.058, 0.217, 0.199], [-0.346, 1.231, 1.693], [-0.061, 0.273, 0.367], [-0.236, 0.080, -0.158], [0.109, 0.176, -0.140], [-0.117, -0.096, 0.031], [0.147, -0.231, 0.086], [-0.095, 0.047, -0.112], [0.141, 0.032, 0.048], [0.086, 0.039, -0.065], [0.142, -0.238, 0.074], [-0.936, -1.088, -1.206], [-1.305, 0.138, 0.042], [-2.122, 0.046, 0.230], [0.054, -0.526, 0.019], [0.836, 0.805, 0.383], [-0.172, 1.190, 0.423], [0.234, 0.189, -0.326], [-0.276, 0.099, 0.220], [0.118, -0.015, 0.105], [0.617, 0.146, 0.415], [0.897, 0.187, -0.315], [1.368, -0.401, -0.431], [1.215, 0.746, -0.104], [-0.102, 0.081, 0.157], [1.385, 0.088, 0.569], [-0.411, 0.594, 0.274], [-0.563, 0.357, 0.162], [-0.026, 0.202, -0.376], [-0.053, -0.367, 0.171], [-0.230, -0.022, 0.305], [-0.412, -2.950, -0.734], [0.104, -0.056, 0.044], [-0.353, 0.113, -0.069], [-0.059, -0.048, 0.093], [-0.186, 0.065, 0.343], [0.470, -0.108, -0.484], [0.269, -0.099, 0.217], [0.030, -0.072, 0.036], [0.759, -0.233, -0.612], [-0.108, 0.336, 0.149], [-0.451, -0.106, 0.290], [0.067, 0.244, -0.299], [0.343, 0.099, 0.137], [-0.214, -0.336, -0.211], [0.353, -0.041, 0.523], [-0.283, 0.212, -0.145], [-0.236, 0.126, 0.296], [0.183, -0.213, -0.244], [-0.321, -0.111, 0.197], [0.086, 0.356, -0.166], [-0.247, -0.017, -0.032], [-0.012, -0.163, -0.180], [-0.071, 0.008, 0.233], [-0.366, 0.032, -0.019], [0.317, 0.121, -0.077], [-0.139, 0.228, 0.435], [-0.035, -0.121, -0.198], [-0.075, -0.015, -0.047], [-0.047, 0.227, -0.121], [0.044, -0.014, -0.021], [0.020, 0.197, 0.007], [0.077, -0.283, -0.180]], "lowdin_charge": [-1.0428, -0.1067, -0.1227, -0.1115, 0.6398, 0.1050, 0.0791, 0.0803, 0.0946, 0.0855, 0.0862, 0.0960, 0.0841, 0.0823, -0.1796, -0.2147, -0.1582, 0.1420, -0.0121, -0.0888, 0.1080, 0.0978, 0.1360, 0.1380, -0.1809, -0.1499, -0.1612, 0.1346, -0.1225, -0.0740, 0.1420, 0.0844, 0.1467, 0.1385, 1.4234, -0.0822, -0.5199, -0.0992, 1.1054, -0.5582, -0.0904, -0.1037, -0.5129, -0.0854, -0.1177, 0.0793, 0.0661, 0.0934, 0.0710, 0.0813, 0.0468, 0.0971, 0.0817, 0.0767, 0.1002, 0.0694, 0.0642, 0.0987, 0.0749, 0.0996, 0.0812, 0.0939, 0.0680, 0.0430, 0.1023, 0.0763]}